1.
A molecular structure, C2HCuFO. Source: the Open Molecules 2025 dataset; level of theory: wB97M-V/def2-TZVPD.

Computed properties:
E (eV): -51488.651
Spin multiplicity: 2
Kohn-Sham gap (alpha / beta) (eV): 8.04 / 6.72
Energy relative to the best compared isomer or geometry (same formula, charge and spin) (kJ/mol): 210.4
LUMO energy (alpha / beta) (Eh): -0.0226 / -0.0654
F_max (eV/A): 4.81
⟨S²⟩: 0.76
Net charge: 0

Atoms and positions in Å:
H1 1.71 -1.56 0.42
O1 1.42 -0.78 -0.12
C1 -0.03 -1.04 -0.05
C2 -0.62 0.17 -0.02
F1 -2.01 0.22 0.10
Cu1 1.10 1.11 -0.03



2.
A molecular structure, C2HCuLiO2. Source: the Open Molecules 2025 dataset; level of theory: wB97M-V/def2-TZVPD.

Computed properties:
E (eV): -51019.784
Spin multiplicity: 1
Kohn-Sham gap (alpha / beta) (eV): 6.09 / 6.09
Energy relative to the best compared isomer or geometry (same formula, charge and spin) (kJ/mol): 76.9
LUMO energy (alpha / beta) (Eh): -0.2060 / -0.2060
F_max (eV/A): 2.32
Net charge: +1

Atoms and positions in Å:
O1 -1.71 -0.21 -0.11
C1 -0.57 0.09 -0.63
Cu1 -3.71 0.42 -0.44
Li1 -0.69 -1.68 0.92
H1 -0.64 0.39 -1.70
C2 1.83 1.24 -0.22
O2 2.82 0.91 0.24



3.
A molecular structure, C2HEuO3. Source: the Open Molecules 2025 dataset; level of theory: wB97M-V/def2-TZVPD.

Computed properties:
E (eV): -27532.117
Spin multiplicity: 7
Kohn-Sham gap (alpha / beta) (eV): 8.81 / 6.77
Energy relative to the best compared isomer or geometry (same formula, charge and spin) (kJ/mol): 19.9
LUMO energy (alpha / beta) (Eh): -0.3693 / -0.4155
F_max (eV/A): 5.48
⟨S²⟩: 12.02
Net charge: +2

Atoms and positions in Å:
O1 -1.95 -0.48 0.02
H1 -2.01 -1.00 0.84
O2 0.44 -0.37 0.34
O3 1.29 -0.07 -0.80
C1 -0.82 0.20 -0.02
C2 -0.40 1.36 -0.50
Eu1 3.45 0.37 0.12



4.
A single C2HF2IO molecule. Source: the Open Molecules 2025 dataset; level of theory: wB97M-V/def2-TZVPD.

Computed properties:
E (eV): -17667.991
Spin multiplicity: 3
Kohn-Sham gap (alpha / beta) (eV): 5.90 / 7.16
Energy relative to the best compared isomer or geometry (same formula, charge and spin) (kJ/mol): 44.6
LUMO energy (alpha / beta) (Eh): -0.0145 / -0.1215
F_max (eV/A): 8.48
⟨S²⟩: 2.01
Net charge: 0

Atoms and positions in Å:
C1 -0.05 0.39 0.60
C2 -1.53 1.19 0.00
O1 0.19 0.44 1.72
F1 -1.23 1.70 -1.22
F2 -1.79 2.20 0.85
I1 -3.10 -0.36 -0.02
H1 0.52 -0.06 -0.18



5.
A gas-phase ion, C2HF2O3S (charge -1). Source: the Open Molecules 2025 dataset; level of theory: wB97M-V/def2-TZVPD.

Computed properties:
E (eV): -24503.081
Spin multiplicity: 1
Kohn-Sham gap (eV): 7.72
Energy relative to the best compared isomer or geometry (same formula, charge and spin) (kJ/mol): 104.1
LUMO energy (Eh): 0.1380
F_max (eV/A): 3.94
Net charge: -1

Atoms and positions in Å:
C1 -1.46 0.50 0.30
C2 -0.39 -0.52 0.01
O1 -0.93 1.64 0.16
O2 -2.67 0.28 0.49
O3 2.55 0.24 -0.53
F1 -0.02 -1.36 1.02
F2 -0.50 -1.26 -1.12
S1 1.08 1.07 -0.24
H1 2.34 -0.60 -0.09



6.
2 unconnected molecules or ions with the total composition C2HF2O4S. Source: the Open Molecules 2025 dataset; level of theory: wB97M-V/def2-TZVPD.

Computed properties:
E (eV): -26546.810
Spin multiplicity: 1
Kohn-Sham gap (alpha / beta) (eV): 7.00 / 7.01
Energy relative to the best compared isomer or geometry (same formula, charge and spin) (kJ/mol): 507.3
LUMO energy (alpha / beta) (Eh): 0.0374 / 0.0375
F_max (eV/A): 3.40
Net charge: -1

Atoms and positions in Å:
C1 -0.19 -0.75 -0.06
C2 1.26 -0.87 -0.27
O1 3.29 0.62 -1.13
O2 1.39 1.71 -0.01
O3 2.95 0.37 1.29
O4 0.47 -0.85 -1.30
F1 -0.76 -1.85 0.38
F2 1.55 -3.54 0.05
S1 2.38 0.61 0.01
H1 -0.80 0.06 0.10



7.
A single C2HF3 molecule. Source: the Open Molecules 2025 dataset; level of theory: wB97M-V/def2-TZVPD.

Computed properties:
E (eV): -10240.686
Spin multiplicity: 1
Kohn-Sham gap (eV): 11.25
Energy relative to the best compared isomer or geometry (same formula, charge and spin) (kJ/mol): 59.2
LUMO energy (Eh): 0.0312
SMILES: FC=C(F)F
F_max (eV/A): 4.31
Net charge: 0

Atoms and positions in Å:
F1 1.29 0.29 1.45
C1 0.57 0.62 0.30
C2 -0.35 -0.10 -0.25
F2 -0.79 0.44 -1.51
F3 -0.75 -1.24 0.05
H1 0.88 1.45 -0.24



8.
2 unconnected molecules or ions with the total composition C2HF3I2. Source: the Open Molecules 2025 dataset; level of theory: wB97M-V/def2-TZVPD.

Computed properties:
E (eV): -26442.109
Spin multiplicity: 1
Kohn-Sham gap (eV): 9.66
Energy relative to the best compared isomer or geometry (same formula, charge and spin) (kJ/mol): 100.9
LUMO energy (Eh): 0.0052
SMILES: FC(F)=C(F)I.I
F_max (eV/A): 2.20
Net charge: 0

Atoms and positions in Å:
F1 -0.04 -1.03 -3.13
C1 -1.14 -1.31 -2.47
F2 -1.58 -2.50 -2.70
C2 -1.56 -0.59 -1.45
F3 -1.10 0.58 -1.04
I1 -3.35 -1.11 -0.46
I2 0.75 -0.59 1.71
H1 0.89 -1.18 0.26



9.
A molecular structure, C2HF3O2. Source: the Open Molecules 2025 dataset; level of theory: wB97M-V/def2-TZVPD.

Computed properties:
E (eV): -14335.659
Spin multiplicity: 1
Kohn-Sham gap (eV): 11.26
Energy relative to the best compared isomer or geometry (same formula, charge and spin) (kJ/mol): 255.2
LUMO energy (Eh): -0.0251
F_max (eV/A): 7.00
Net charge: 0

Atoms and positions in Å:
C1 0.21 -0.32 -0.99
C2 -0.44 -0.32 0.43
O1 1.32 -0.53 -1.23
O2 0.17 1.30 1.05
F1 -0.66 0.23 -1.94
F2 -1.77 -0.35 0.43
F3 0.09 -1.20 1.28
H1 1.07 1.19 0.97



10.
A single C2HF3S molecule. Source: the Open Molecules 2025 dataset; level of theory: wB97M-V/def2-TZVPD.

Computed properties:
E (eV): -21074.717
Spin multiplicity: 1
Kohn-Sham gap (alpha / beta) (eV): 7.30 / 7.31
Energy relative to the best compared isomer or geometry (same formula, charge and spin) (kJ/mol): 251.7
LUMO energy (alpha / beta) (Eh): -0.0851 / -0.0849
F_max (eV/A): 3.75
Net charge: 0

Atoms and positions in Å:
C1 -0.32 -0.14 0.60
C2 0.49 -1.27 1.28
F1 -1.56 0.17 0.93
F2 0.33 -1.43 2.58
F3 1.84 -0.97 1.02
S1 0.06 -2.62 0.09
H1 -0.18 -0.07 -0.48



11.
2 unconnected molecules or ions with the total composition C2HF6OP. Source: the Open Molecules 2025 dataset; level of theory: wB97M-V/def2-TZVPD.

Computed properties:
E (eV): -29728.175
Spin multiplicity: 1
Kohn-Sham gap (alpha / beta) (eV): 7.08 / 9.39
Energy relative to the best compared isomer or geometry (same formula, charge and spin) (kJ/mol): 98.6
LUMO energy (alpha / beta) (Eh): -0.0537 / -0.0395
F_max (eV/A): 4.89
Net charge: 0

Atoms and positions in Å:
C1 2.36 -0.22 -0.09
C2 -1.65 1.02 0.17
O1 -1.47 -1.27 0.13
F1 2.46 -1.34 -0.86
F2 3.23 -0.45 0.86
F3 2.82 0.91 -0.76
F4 -1.00 0.95 -1.03
F5 -2.93 0.72 -0.03
F6 -1.66 2.28 0.57
P1 -0.75 -0.33 1.14
H1 -1.42 -2.27 -0.10



12.
A molecular structure, C2HFIN. Source: the Open Molecules 2025 dataset; level of theory: wB97M-V/def2-TZVPD.

Computed properties:
E (eV): -14394.558
Spin multiplicity: 1
Kohn-Sham gap (eV): 9.33
Energy relative to the best compared isomer or geometry (same formula, charge and spin) (kJ/mol): 244.9
LUMO energy (Eh): -0.0384
F_max (eV/A): 4.70
Net charge: 0

Atoms and positions in Å:
C1 -0.24 -0.86 0.33
C2 0.12 0.35 -0.29
N1 -0.49 -1.83 0.90
F1 0.00 0.34 -1.65
I1 1.96 0.91 0.45
H1 -1.35 1.09 0.24



13.
A molecular structure, C2HFLi2NaO2. Source: the Open Molecules 2025 dataset; level of theory: wB97M-V/def2-TZVPD.

Computed properties:
E (eV): -13724.672
Spin multiplicity: 1
Kohn-Sham gap (alpha / beta) (eV): 5.98 / 6.69
Energy relative to the best compared isomer or geometry (same formula, charge and spin) (kJ/mol): 61.5
LUMO energy (alpha / beta) (Eh): -0.1485 / -0.1485
F_max (eV/A): 1.33
Net charge: +1

Atoms and positions in Å:
O1 -0.24 -0.32 0.15
C1 -0.82 0.71 -0.20
C2 -2.19 0.85 -0.58
O2 -3.00 -0.13 -0.52
Li1 1.92 0.08 0.47
F1 3.62 -0.21 0.33
H1 -2.55 1.90 -0.61
Li2 -2.56 -1.83 0.04
Na1 5.82 -1.05 0.92



14.
A molecular structure, C2HFN2O. Source: the Open Molecules 2025 dataset; level of theory: wB97M-V/def2-TZVPD.

Computed properties:
E (eV): -9830.229
Spin multiplicity: 1
Kohn-Sham gap (eV): 10.82
Energy relative to the best compared isomer or geometry (same formula, charge and spin) (kJ/mol): 362.0
LUMO energy (Eh): -0.0545
F_max (eV/A): 6.63
Net charge: 0

Atoms and positions in Å:
C1 -1.13 0.11 0.07
C2 0.81 0.11 -0.17
N1 -0.19 0.95 -0.10
N2 0.64 -1.13 -0.12
O1 -0.70 -1.16 0.04
F1 2.67 0.66 0.07
H1 -2.10 0.44 0.21



15.
2 unconnected molecules or ions with the total composition C2HFN2O2. Source: the Open Molecules 2025 dataset; level of theory: wB97M-V/def2-TZVPD.

Computed properties:
E (eV): -11874.005
Spin multiplicity: 1
Kohn-Sham gap (alpha / beta) (eV): 8.34 / 9.73
Energy relative to the best compared isomer or geometry (same formula, charge and spin) (kJ/mol): 833.1
LUMO energy (alpha / beta) (Eh): -0.0884 / -0.0261
F_max (eV/A): 2.43
Net charge: 0

Atoms and positions in Å:
C1 -2.86 -0.46 -0.36
C2 -2.56 0.78 0.28
N1 -1.92 -0.35 0.70
N2 -0.84 -0.84 1.30
O1 -3.27 -1.34 -1.02
O2 -2.46 1.91 0.54
F1 -0.33 -1.80 0.46
H1 0.88 0.36 0.97



16.
A gas-phase ion, C2HFN3O (charge +1). Source: the Open Molecules 2025 dataset; level of theory: wB97M-V/def2-TZVPD.

Computed properties:
E (eV): -11313.216
Spin multiplicity: 1
Kohn-Sham gap (alpha / beta) (eV): 8.67 / 8.67
Energy relative to the best compared isomer or geometry (same formula, charge and spin) (kJ/mol): 113.4
LUMO energy (alpha / beta) (Eh): -0.2647 / -0.2646
F_max (eV/A): 4.37
Net charge: +1

Atoms and positions in Å:
C1 0.73 1.09 -0.07
C2 -0.60 -0.94 -0.04
N1 -1.63 1.19 -0.02
N2 -1.68 0.03 -0.03
N3 0.64 -0.20 0.01
O1 -0.77 -2.07 -0.04
F1 1.81 1.76 -0.03
H1 1.50 -0.87 0.22



17.
A single C2HFO molecule. Source: the Open Molecules 2025 dataset; level of theory: wB97M-V/def2-TZVPD.

Computed properties:
E (eV): -6849.540
Spin multiplicity: 1
Kohn-Sham gap (alpha / beta) (eV): 8.25 / 8.24
Energy relative to the best compared isomer or geometry (same formula, charge and spin) (kJ/mol): 336.4
LUMO energy (alpha / beta) (Eh): -0.0275 / -0.0278
F_max (eV/A): 4.72
Net charge: 0

Atoms and positions in Å:
C1 -0.55 0.25 -0.01
C2 -1.72 -0.32 -0.22
O1 -1.02 1.48 -0.01
F1 -2.97 -0.33 0.09
H1 0.41 0.04 -0.17



18.
2 unconnected molecules or ions with the total composition C2HFO5S. Source: the Open Molecules 2025 dataset; level of theory: wB97M-V/def2-TZVPD.

Computed properties:
E (eV): -25877.102
Spin multiplicity: 1
Kohn-Sham gap (eV): 11.30
LUMO energy (Eh): -0.0180
SMILES: O=C1O[C@@H]1F.O=S(=O)=O
F_max (eV/A): 2.77
Net charge: 0

Atoms and positions in Å:
O1 -0.50 -1.04 -0.77
C1 0.68 -0.91 -0.53
O2 1.95 -1.20 -0.91
C2 1.74 -0.17 0.16
F1 2.12 -0.44 1.38
H1 2.00 0.88 0.09
O3 -1.53 0.46 1.43
S1 -1.96 0.63 0.08
O4 -3.25 0.22 -0.28
O5 -1.25 1.57 -0.66



19.
A single C2HIN2O2 molecule. Source: the Open Molecules 2025 dataset; level of theory: wB97M-V/def2-TZVPD.

Computed properties:
E (eV): -17261.542
Spin multiplicity: 1
Kohn-Sham gap (eV): 9.35
Energy relative to the best compared isomer or geometry (same formula, charge and spin) (kJ/mol): 191.8
LUMO energy (Eh): -0.0458
SMILES: N#C[C@@H](I)[N+](=O)[O-]
F_max (eV/A): 4.90
Net charge: 0

Atoms and positions in Å:
N1 -0.16 -1.91 -1.79
C1 -0.18 -1.20 -0.91
C2 -0.03 -0.29 0.31
I1 2.11 -0.45 0.73
N2 -0.28 1.17 0.21
O1 -1.30 1.45 0.74
O2 0.50 1.81 -0.42
H1 -0.66 -0.59 1.12



20.
A molecular structure, C2HLi2NaO2. Source: the Open Molecules 2025 dataset; level of theory: wB97M-V/def2-TZVPD.

Computed properties:
E (eV): -11006.249
Spin multiplicity: 1
Kohn-Sham gap (alpha / beta) (eV): 3.57 / 3.57
Energy relative to the best compared isomer or geometry (same formula, charge and spin) (kJ/mol): 317.7
LUMO energy (alpha / beta) (Eh): -0.0429 / -0.0430
F_max (eV/A): 7.35
Net charge: 0

Atoms and positions in Å:
O1 -0.46 -1.02 1.82
C1 0.09 -1.47 0.63
C2 0.47 -0.58 -0.34
Na1 2.15 3.01 0.67
Li1 -0.64 2.04 -0.42
H1 0.70 -2.43 0.65
Li2 -1.87 0.50 -1.86
O2 -0.45 -0.04 -1.15